[1]
ORCA calculation (ωB97M-V with the def2-TZVPD basis set) on a structure of composition C20H26BaN2O2Si at a distorted geometry.

Cartesian coordinates (Å):
C 0.989 2.180 1.699
C 0.047 2.293 0.670
C -1.238 2.252 1.226
H 0.273 2.539 -0.369
C -1.106 2.093 2.626
C 0.285 2.063 2.925
H 0.718 2.106 3.906
H 2.060 2.296 1.608
H -2.154 2.445 0.682
H -1.883 2.120 3.370
Ba -0.721 -0.714 1.681
C -1.547 -3.609 -3.906
H -2.263 -3.627 -3.076
H -1.849 -2.852 -4.642
H -0.543 -3.376 -3.528
Si -0.227 -1.002 -1.445
C 1.523 -0.830 -1.959
C 2.307 0.350 -1.891
H 1.937 1.234 -1.368
C 3.577 0.382 -2.485
H 4.168 1.299 -2.460
C 4.105 -0.765 -3.093
H 5.096 -0.738 -3.561
C 3.369 -1.959 -3.083
H 3.788 -2.863 -3.523
C 2.105 -2.008 -2.489
H 1.563 -2.955 -2.426
C -1.354 0.232 -2.192
C -0.937 0.870 -3.382
H 0.052 0.659 -3.794
C -1.774 1.795 -4.019
H -1.453 2.255 -4.954
C -3.016 2.134 -3.466
H -3.681 2.835 -3.987
C -3.400 1.565 -2.244
H -4.350 1.856 -1.792
C -2.581 0.634 -1.600
H -2.906 0.226 -0.636
H -0.800 -2.398 -1.155
H -1.530 -4.596 -4.390
C -1.020 0.350 6.878
O -0.039 -0.617 6.301
C 0.007 -0.840 4.980
O -0.971 -1.057 4.177
N 1.298 -0.843 4.543
N 1.577 -1.477 3.259
H -0.798 0.271 7.952
H -2.074 0.061 6.670
H -0.789 1.368 6.503
H 1.906 -0.072 4.814
H 2.463 -1.108 2.886
H 1.791 -2.455 3.560

Summary:
LUMO level	-0.47	eV
total charge	0
DFT total energy	-36805.2697	eV
orbital gap	4.35	eV

Results of the natural (NBO) charge analysis, in e, for atoms 1 through 5: -0.370 -0.341 -0.398 0.222 -0.438

[2]
ORCA calculation (ωB97M-V with the def2-TZVPD basis set) on a structure of composition C20H26Cl3GeN4NiS3 at a distorted geometry.

Cartesian coordinates (Å):
Ni 0.079 -1.015 0.734
C 0.163 3.611 2.064
N 0.673 2.392 1.383
C 1.541 2.596 0.430
C 2.085 1.727 -0.669
N 1.212 0.693 -1.158
C -0.023 1.280 -1.674
C 1.734 -0.423 -1.857
C 0.996 -0.892 -2.958
C 1.372 -1.993 -3.704
C 2.523 -2.685 -3.391
C 3.263 -2.263 -2.307
C 2.892 -1.167 -1.523
S 4.062 -1.000 -0.182
C 0.269 1.091 1.829
C 1.168 0.060 1.736
C 2.205 0.263 4.518
C 0.905 0.389 4.638
C -0.421 0.679 4.106
C -0.794 1.070 2.861
S -2.386 1.614 2.454
H 1.018 4.237 2.315
H -0.382 3.320 2.953
H -0.515 4.137 1.398
H 3.075 1.618 2.277
H 1.850 3.632 0.338
H 3.074 1.352 -0.416
H 2.276 2.456 -1.478
H 0.090 1.627 -2.709
H -0.295 2.133 -1.057
H -0.843 0.572 -1.611
H 0.083 -0.398 -3.239
H 0.749 -2.302 -4.533
H 2.838 -3.546 -3.964
H 4.156 -2.805 -2.022
H 3.549 -0.112 0.801
H 4.408 0.352 2.920
H 0.898 0.305 5.747
H -1.199 0.666 4.861
Cl 2.989 0.297 2.324
Ge 3.222 -2.373 1.737
Cl 1.396 -3.424 0.895
Cl 4.421 -4.212 2.078
C -4.195 -2.699 -2.040
N -3.995 -1.458 -1.336
C -4.959 -0.369 -1.432
C -4.343 0.710 -0.530
N -2.991 0.203 -0.295
C -2.892 -1.080 -0.672
S -1.574 -2.106 -0.384
H -4.378 -2.504 -3.100
H -5.052 -3.235 -1.629
H -3.307 -3.317 -1.937
H -5.942 -0.698 -1.092
H -5.051 -0.041 -2.471
H -4.869 0.816 0.420
H -4.313 1.683 -1.016
H -2.515 0.539 0.567

Summary:
LUMO level (alpha / beta)	-1.10 / -1.11	eV
2S+1	2
total charge	0
DFT total energy	-194741.7040	eV
orbital gap (alpha / beta)	5.61 / 5.56	eV

Results of the natural (NBO) charge analysis, in e, for atoms 1 through 5: 0.758 -0.419 -0.255 0.116 -0.263

[3]
ORCA calculation (ωB97M-V with the def2-TZVPD basis set) on a structure of composition C20H26Cl8N2O4 at a distorted geometry.

Cartesian coordinates (Å):
Cl -2.024 1.490 -4.387
C -1.955 1.432 -2.659
C -2.298 2.822 -2.061
Cl -1.718 2.835 -0.406
H -0.909 1.289 -2.388
H -2.577 0.583 -2.377
H -3.367 2.964 -2.221
H -1.806 3.666 -2.545
Cl 1.509 0.317 0.756
C -0.103 1.090 0.578
C -1.128 0.433 1.585
Cl -1.879 -1.096 0.961
H -0.492 1.171 -0.437
H 0.035 2.113 0.926
H -2.050 0.990 1.749
H -0.779 0.202 2.592
Cl 0.508 0.240 3.678
C 2.210 -0.178 3.818
C 2.617 -0.213 5.368
Cl 4.367 -0.505 5.539
H 2.836 0.562 3.319
H 2.349 -1.147 3.339
H 2.095 -0.938 5.993
H 2.275 0.720 5.815
Cl -1.543 -1.530 -2.450
C 0.007 -2.234 -1.886
C 0.859 -1.155 -1.253
Cl 1.054 0.321 -2.232
H 0.552 -2.636 -2.740
H -0.114 -3.045 -1.168
H 1.852 -1.604 -1.240
H 0.450 -0.798 -0.308
C -4.348 -0.829 -1.542
C -3.839 0.121 -0.652
C -4.409 1.404 -0.562
C -5.351 1.804 -1.516
C -5.737 0.988 -2.558
C -5.166 -0.330 -2.454
N -5.892 3.238 -1.496
O -5.279 4.061 -0.882
O -7.018 3.475 -1.928
H -3.985 -1.845 -1.511
H -3.094 -0.063 0.108
H -3.852 2.103 0.044
H -6.359 1.270 -3.395
H -5.505 -0.937 -3.280
C 3.709 -0.221 0.543
C 4.291 -0.463 1.746
C 5.156 -1.556 1.761
C 5.484 -2.260 0.603
C 4.790 -2.082 -0.555
C 3.836 -1.017 -0.604
N 6.587 -3.239 0.625
O 7.444 -3.052 1.485
O 6.583 -4.192 -0.158
H 2.952 0.547 0.583
H 4.078 0.107 2.639
H 5.712 -1.724 2.672
H 5.053 -2.647 -1.437
H 3.328 -0.819 -1.536

Summary:
LUMO level	-0.66	eV
total charge	0
DFT total energy	-132497.6428	eV
orbital gap	9.05	eV

Results of the natural (NBO) charge analysis, in e, for atoms 1 through 5: -0.042 -0.452 -0.398 -0.033 0.224

[4]
ORCA calculation (ωB97M-V with the def2-TZVPD basis set) on the molecule C20H26ClNO2.

Cartesian coordinates (Å):
C -2.346 -3.360 -0.086
O -2.975 -2.198 -0.556
C -3.064 -1.180 0.425
C -3.736 0.058 -0.207
N -2.930 1.236 -0.360
C -2.536 1.959 0.817
H -2.809 3.021 0.699
H -3.096 1.553 1.661
C -1.038 1.947 1.171
O -0.602 0.622 1.376
C 0.732 0.345 1.284
C 1.069 -1.007 1.267
C 2.387 -1.408 1.156
C 3.379 -0.441 1.064
C 3.065 0.908 1.090
C 1.737 1.299 1.208
H 1.505 2.353 1.243
C 4.154 1.932 0.981
H 4.867 1.819 1.797
H 4.698 1.800 0.046
H 3.750 2.941 1.009
H 4.412 -0.744 0.965
C 2.749 -2.862 1.101
H 3.139 -3.110 0.114
H 3.524 -3.091 1.831
H 1.884 -3.489 1.299
H 0.275 -1.734 1.340
H -0.470 2.409 0.357
H -0.889 2.540 2.086
C -2.269 1.533 -1.606
C -0.870 0.976 -1.792
C -0.647 -0.395 -1.802
C 0.630 -0.907 -1.937
C 1.699 -0.040 -2.084
C 1.500 1.329 -2.108
C 0.217 1.826 -1.963
H 0.063 2.897 -1.989
H 2.338 1.997 -2.235
Cl 3.297 -0.671 -2.253
H 0.797 -1.973 -1.935
H -1.483 -1.069 -1.704
H -2.227 2.626 -1.704
H -2.902 1.149 -2.413
H -4.095 -0.244 -1.194
H -4.611 0.329 0.396
H -3.657 -1.551 1.275
H -2.066 -0.914 0.792
H -1.312 -3.156 0.219
H -2.887 -3.787 0.768
H -2.347 -4.073 -0.909

Summary:
LUMO level	0.81	eV
total charge	0
DFT total energy	-39268.8460	eV
orbital gap	8.88	eV
SMILES string	COCCN(CCOc1cc(C)cc(C)c1)Cc1ccc(Cl)cc1

Results of the natural (NBO) charge analysis, in e, for atoms 1 through 5: -0.245 -0.553 -0.097 -0.224 -0.458

[5]
ORCA calculation (ωB97M-V with the def2-TZVPD basis set) on a structure of composition C20H26CoN9O2S.

Cartesian coordinates (Å):
Co -0.597 -0.699 -0.027
O -3.694 -1.101 3.008
C -3.884 0.229 3.113
C -4.965 0.643 3.891
C -5.234 1.985 4.051
C -4.437 2.958 3.436
C -3.377 2.563 2.661
C -3.079 1.197 2.474
C -2.004 0.835 1.573
O -1.708 -0.452 1.415
N -1.356 1.756 0.885
N -0.484 1.128 0.067
C 0.422 1.701 -0.638
C 1.187 0.783 -1.485
C 2.186 1.173 -2.351
C 2.810 0.202 -3.129
C 2.412 -1.118 -3.017
C 1.402 -1.440 -2.121
N 0.813 -0.519 -1.364
H -2.894 -1.259 2.484
H -5.564 -0.115 4.378
H -6.067 2.287 4.671
H -4.652 4.007 3.576
H -2.745 3.296 2.179
H 0.589 2.772 -0.602
H 2.469 2.214 -2.420
H 3.591 0.483 -3.822
H 2.864 -1.896 -3.615
H 1.039 -2.455 -2.021
C -5.565 0.924 -0.218
N -4.261 0.677 -0.828
C -3.626 -0.472 -0.763
N -4.122 -1.503 -0.118
S -2.094 -0.613 -1.641
H -5.826 1.965 -0.376
H -5.513 0.744 0.859
H -6.328 0.292 -0.674
H -3.804 1.416 -1.339
H -4.980 -1.441 0.412
H -3.563 -2.345 -0.055
C -0.391 -7.158 -0.850
C 0.761 -6.819 0.090
C 1.924 -6.167 -0.650
C 0.307 -5.981 1.286
N -0.265 -4.683 0.882
C 0.340 -3.535 0.601
N -0.588 -2.673 0.234
N -1.768 -3.328 0.303
N -1.577 -4.527 0.684
H -0.044 -7.825 -1.638
H -0.791 -6.264 -1.336
H -1.210 -7.653 -0.327
H 1.118 -7.748 0.544
H 1.601 -5.262 -1.177
H 2.316 -6.842 -1.410
H 2.746 -5.910 0.020
H 1.140 -5.752 1.950
H -0.472 -6.476 1.862
H 1.401 -3.362 0.674

Summary:
LUMO level (alpha / beta)	-7.96 / -7.96	eV
total charge	+2
DFT total energy	-87116.7009	eV
orbital gap (alpha / beta)	5.70 / 5.70	eV

Results of the natural (NBO) charge analysis, in e, for atoms 1 through 5: 1.038 -0.673 0.436 -0.306 -0.116

[6]
ORCA calculation (ωB97M-V with the def2-TZVPD basis set) on the molecule C20H26FN5O3.

Cartesian coordinates (Å):
C 0.445 1.137 3.416
C -0.140 0.425 2.205
C -0.167 -1.093 2.415
N -0.758 -1.708 1.241
C -1.983 -2.275 1.303
O -2.639 -2.334 2.335
C -2.563 -2.769 0.031
N -2.550 -4.045 -0.304
N -3.155 -4.092 -1.491
C -3.551 -2.879 -1.940
C -3.170 -1.975 -0.973
C -3.383 -0.519 -0.993
C -3.257 0.207 -2.172
C -3.434 1.582 -2.134
N -3.716 2.259 -1.021
C -3.842 1.555 0.104
C -3.689 0.178 0.171
C 0.052 -1.549 0.043
C 0.115 -0.061 -0.301
C 0.523 0.845 0.873
N 1.953 1.166 0.938
C 2.280 2.563 0.680
C 2.896 0.198 0.964
O 2.699 -0.905 1.455
C 4.299 0.515 0.447
O 4.300 1.269 -0.742
C 3.898 0.516 -1.862
C 3.674 1.460 -3.013
F 2.515 2.219 -2.833
H 1.483 0.842 3.581
H 0.419 2.222 3.290
H -0.121 0.894 4.315
H -1.195 0.709 2.108
H 0.846 -1.483 2.536
H -0.707 -1.377 3.314
H -3.296 -4.969 -1.957
H -4.071 -2.760 -2.874
H -3.004 -0.287 -3.101
H -3.334 2.178 -3.034
H -4.079 2.124 0.994
H -3.806 -0.342 1.114
H 1.051 -1.919 0.285
H -0.301 -2.167 -0.779
H 0.785 0.107 -1.151
H -0.865 0.269 -0.655
H 0.064 1.809 0.645
H 3.329 2.775 0.856
H 2.047 2.840 -0.351
H 1.701 3.199 1.350
H 4.835 1.086 1.207
H 4.831 -0.427 0.308
H 4.674 -0.213 -2.125
H 2.970 -0.035 -1.662
H 4.524 2.142 -3.116
H 3.568 0.892 -3.943

Summary:
LUMO level	0.60	eV
total charge	0
DFT total energy	-37472.4484	eV
orbital gap	9.47	eV
SMILES string	C[C@@H]1CN(C(=O)c2n[nH]cc2-c2ccncc2)CC[C@@H]1N(C)C(=O)COCCF

Results of the natural (NBO) charge analysis, in e, for atoms 1 through 5: -0.607 -0.231 -0.232 -0.421 0.658

[7]
ORCA calculation (ωB97M-V with the def2-TZVPD basis set) on a structure of composition C20H26InN4O3 at a distorted geometry.

Cartesian coordinates (Å):
In 0.120 0.261 0.090
O 4.194 -1.658 -0.443
C 4.364 -2.048 0.836
C 5.372 -2.943 1.182
C 5.507 -3.384 2.482
C 4.648 -2.928 3.473
C 3.661 -2.023 3.151
C 3.498 -1.570 1.838
C 2.457 -0.592 1.523
O 2.299 -0.159 0.352
N 1.672 -0.234 2.558
N 0.716 0.581 2.227
C -0.001 1.292 3.026
C -0.990 2.215 2.556
C -1.945 2.677 3.469
C -2.893 3.608 3.117
C -2.873 4.169 1.840
C -1.958 3.734 0.913
C -1.008 2.730 1.217
O -0.165 2.379 0.297
H 4.926 -1.982 -0.986
H 6.049 -3.290 0.414
H 6.284 -4.093 2.724
H 4.755 -3.270 4.489
H 2.998 -1.632 3.904
H 0.225 1.284 4.097
H -1.943 2.254 4.464
H -3.652 3.907 3.820
H -3.585 4.936 1.576
H -1.940 4.149 -0.084
C -2.764 0.076 -1.467
N -2.437 -0.320 -0.105
C -3.314 0.392 0.815
C -2.572 -1.757 0.106
C -1.505 -2.572 -0.625
N -0.150 -2.297 -0.162
C 0.826 -2.760 -1.141
C 0.103 -2.924 1.127
H -3.808 -0.149 -1.708
H -2.115 -0.430 -2.182
H -2.595 1.149 -1.564
H -4.348 0.036 0.728
H -3.286 1.455 0.588
H -2.983 0.250 1.842
H -3.560 -2.100 -0.235
H -2.498 -1.941 1.182
H -1.552 -2.350 -1.693
H -1.735 -3.638 -0.498
H 0.769 -3.847 -1.267
H 1.827 -2.485 -0.814
H 0.642 -2.276 -2.101
H -0.144 -3.992 1.100
H -0.490 -2.448 1.907
H 1.154 -2.820 1.389

Summary:
LUMO level	-4.89	eV
total charge	+1
DFT total energy	-38431.8129	eV
orbital gap	5.58	eV

Results of the natural (NBO) charge analysis, in e, for atoms 1 through 5: 1.865 -0.665 0.419 -0.319 -0.144

[8]
ORCA calculation (ωB97M-V with the def2-TZVPD basis set) on the molecule C20H26N2O2.

Cartesian coordinates (Å):
C -7.040 1.585 0.358
H -7.706 0.958 -0.243
H -7.158 1.332 1.417
H -7.302 2.631 0.208
O -5.703 1.472 -0.058
C -5.083 0.250 0.033
C -5.729 -0.895 0.482
C -5.078 -2.115 0.523
C -3.763 -2.205 0.114
C -3.090 -1.077 -0.326
C -3.734 0.166 -0.363
O -2.968 1.189 -0.834
C -3.287 2.533 -0.554
H -2.397 3.097 -0.831
H -4.139 2.882 -1.140
H -3.494 2.684 0.508
C -1.641 -1.154 -0.728
N -0.823 -0.627 0.344
C 0.548 -0.509 0.251
C 1.294 -0.276 1.408
C 2.660 -0.089 1.359
C 3.346 -0.115 0.145
C 2.598 -0.347 -1.010
C 1.235 -0.550 -0.963
H 0.701 -0.729 -1.883
H 3.095 -0.359 -1.969
N 4.721 0.133 0.031
C 5.531 -0.884 -0.609
C 6.796 -0.255 -1.187
C 7.583 0.425 -0.072
C 6.680 1.431 0.633
C 5.412 0.745 1.142
H 4.756 1.492 1.593
H 5.686 0.004 1.916
H 6.395 2.215 -0.070
H 7.204 1.895 1.471
H 8.465 0.925 -0.477
H 7.922 -0.328 0.645
H 6.513 0.486 -1.937
H 7.401 -1.023 -1.672
H 4.952 -1.364 -1.398
H 5.820 -1.664 0.120
H 3.192 0.069 2.285
H 0.787 -0.248 2.363
H -1.166 -0.840 1.269
H -1.379 -2.197 -0.967
H -1.482 -0.537 -1.616
H -3.249 -3.154 0.136
H -5.606 -2.989 0.871
H -6.759 -0.845 0.795

Summary:
LUMO level	0.80	eV
total charge	0
DFT total energy	-28236.3377	eV
orbital gap	7.60	eV
SMILES string	COc1cccc(CNc2ccc(N3CCCCC3)cc2)c1OC

Results of the natural (NBO) charge analysis, in e, for atoms 1 through 5: -0.249 0.177 0.176 0.200 -0.510